C37H37BrFGe2N6O5Pd | ωB97M-V with the def2-TZVPD basis set

Results
E   -9091.815580 a.u.
Charge   +2
2S+1   6
LUMO (alpha / beta)   -5.654 / -9.300 eV
Energy above the lowest of the compared OMol25 structures with the same formula, charge and spin   0.0000 eV

The geometry in XYZ format:
```
90
Properties=species:S:1:pos:R:3:lowdin_charge:R:1
Pd -0.1723 -1.1064 1.2027 1.111
C 4.2251 5.0622 0.2460 -0.039
C 4.9702 3.7645 -0.0033 -0.285
C 6.2281 3.6623 0.8418 -0.139
C 7.0205 2.4274 0.4600 -0.119
C 6.1473 1.2041 0.5004 -0.120
C 6.7050 -0.0479 0.6294 0.072
C 5.8949 -1.1773 0.7039 -0.249
F 6.4882 -2.3723 0.8341 0.085
C 4.5333 -1.1009 0.6685 0.076
C 3.9408 0.1620 0.5349 -0.045
C 2.4831 0.2481 0.5229 -0.273
O 1.8297 -0.8291 0.5975 -0.100
C 1.9424 1.5525 0.3707 -0.016
C 2.8035 2.6204 0.2106 0.045
N 4.1249 2.5539 0.2612 0.050
C 4.7421 1.3062 0.4365 -0.055
C 0.4982 1.8798 0.2219 -0.581
O 0.1199 2.8615 -0.3899 0.054
O -0.3646 1.0713 0.8234 -0.301
H 4.9349 5.8814 0.1421 0.096
H 3.8180 5.0983 1.2580 0.102
H 3.4253 5.2470 -0.4687 0.085
H 5.2530 3.7001 -1.0591 0.166
H 5.9482 3.6331 1.8991 0.139
H 6.8213 4.5637 0.6915 0.130
H 7.8670 2.2843 1.1315 0.130
H 7.4355 2.5464 -0.5450 0.137
H 7.7792 -0.1685 0.6885 0.143
H 3.9116 -1.9790 0.7510 0.132
H 2.3770 3.5926 0.0225 0.132
N 2.6629 -0.2385 5.5733 0.154
N 1.4493 -0.3439 4.9047 -0.276
N 0.3046 -0.0825 5.4890 0.155
C -0.5346 -0.2075 4.4698 -0.158
N 0.1008 -0.5225 3.3411 -0.032
N 1.3930 -0.6046 3.6441 0.106
H 2.4486 -0.3364 6.5611 0.110
H 3.2384 -1.0139 5.2586 0.108
H -1.5950 -0.0675 4.5579 0.098
C -2.2951 3.5523 1.8803 -0.213
Ge -3.0814 2.9353 0.2239 0.880
C -2.6992 3.9815 -1.3583 -0.219
C -4.9439 2.4913 0.5236 -0.210
Ge -1.9689 0.5198 -0.5587 1.103
C -2.6258 -0.6119 0.9284 -0.393
C -3.0983 -1.9110 0.6767 -0.111
C -3.8177 -2.6196 1.6281 -0.057
C -4.1200 -2.0339 2.8469 -0.048
C -3.6721 -0.7467 3.1244 -0.086
C -2.9283 -0.0548 2.1854 -0.164
C -3.1743 0.1522 -2.0900 -0.332
C -2.7855 -0.9809 -2.8132 -0.138
C -3.5561 -1.4378 -3.8721 -0.073
C -4.7051 -0.7557 -4.2418 -0.066
C -5.0770 0.3906 -3.5557 -0.062
C -4.3136 0.8472 -2.4916 -0.115
H -2.1639 4.6328 1.7922 0.041
H -1.3266 3.1066 2.0767 0.011
H -2.9763 3.3497 2.7064 0.031
H -3.5665 4.6166 -1.5507 0.039
H -2.5208 3.3658 -2.2362 0.025
H -1.8136 4.5854 -1.1737 0.026
H -5.4136 3.4543 0.7534 0.045
H -5.0554 1.8448 1.3914 0.023
H -5.4606 2.0460 -0.3239 0.012
H -2.9091 -2.3668 -0.2879 0.095
H -4.1685 -3.6192 1.4079 0.113
H -4.7085 -2.5710 3.5787 0.116
H -3.9224 -0.2856 4.0725 0.114
H -2.5609 0.9375 2.4262 0.075
H -1.8708 -1.5084 -2.5565 0.086
H -3.2533 -2.3179 -4.4247 0.108
H -5.3024 -1.1069 -5.0723 0.113
H -5.9651 0.9312 -3.8556 0.114
H -4.6270 1.7494 -1.9815 0.058
Br 0.9984 -9.3364 -1.2033 1.075
C 0.7153 -7.6184 -0.7275 -0.646
C 1.0458 -7.1905 0.5955 -0.048
C 0.8251 -5.8916 0.9432 0.042
C 0.2810 -4.9942 -0.0029 -0.015
C -0.0425 -5.4118 -1.3129 0.042
C 0.1637 -6.7073 -1.6810 -0.048
C 0.0481 -3.5505 0.3927 -0.622
O 0.1339 -3.2747 1.6144 -0.039
O -0.2069 -2.7369 -0.5184 -0.027
H 1.4594 -7.9119 1.2865 0.123
H 1.0443 -5.5123 1.9315 0.137
H -0.4392 -4.6752 -1.9974 0.136
H -0.0702 -7.0733 -2.6710 0.123
```


C37H37CaN4O3P2 | ωB97M-V with the def2-TZVPD basis set

Results
E   -3237.114143 a.u.
Charge   -1
LUMO (alpha / beta)   1.093 / 1.093 eV
Energy above the lowest of the compared OMol25 structures with the same formula, charge and spin   0.0000 eV

The geometry in XYZ format:
```
84
Properties=species:S:1:pos:R:3:lowdin_charge:R:1
Ca 0.0021 0.5846 0.6023 1.313
O -1.5690 -0.2371 -0.8478 -0.477
P -2.2370 -1.6100 -0.9722 0.776
C -0.9525 -2.8681 -1.3401 -0.275
P 0.7329 -2.5232 -0.6578 0.767
O 1.1197 -1.2511 0.0787 -0.490
C 1.0841 -3.8828 0.4597 -0.279
C 1.0651 -5.2176 0.0693 -0.098
C 1.8031 -6.1552 0.8061 -0.093
C 2.3617 -5.8716 2.0316 -0.070
C 2.3144 -4.5288 2.4152 -0.078
C 1.6754 -3.5581 1.6902 -0.061
C 1.7838 -2.7365 -2.0484 -0.297
C 1.8335 -3.9175 -2.7981 -0.084
C 2.6098 -3.9433 -3.9499 -0.107
C 3.1946 -2.8024 -4.4504 -0.091
C 3.0988 -1.6072 -3.7009 -0.058
C 2.4663 -1.5749 -2.4430 -0.039
C -3.5044 -1.7665 -2.2572 -0.299
C -3.2534 -1.2445 -3.5295 -0.080
C -4.1152 -1.4049 -4.6022 -0.084
C -5.4036 -1.9089 -4.4163 -0.078
C -5.7044 -2.3749 -3.1401 -0.066
C -4.7305 -2.3360 -2.0866 -0.082
C -3.0075 -2.0985 0.6107 -0.286
C -2.4891 -3.0059 1.5530 -0.073
C -2.7260 -2.8979 2.9599 -0.076
C -3.5210 -1.8750 3.4534 -0.105
C -4.0371 -0.9712 2.5195 -0.064
C -3.8680 -1.1151 1.1184 -0.076
H -0.8750 -3.0007 -2.4426 0.083
H -1.3122 -3.8393 -0.9128 0.074
H 0.6029 -5.5869 -0.8590 0.096
H 1.9133 -7.1332 0.3548 0.101
H 2.8881 -6.6422 2.5790 0.105
H 2.7697 -4.2513 3.3196 0.091
H 1.6743 -2.5195 2.0415 0.115
H 1.3026 -4.8067 -2.4633 0.083
H 2.6273 -4.8576 -4.5589 0.108
H 3.8122 -2.8716 -5.3808 0.117
H 3.5644 -0.7361 -4.1468 0.102
H 2.4645 -0.6691 -1.8262 0.111
H -2.2982 -0.6718 -3.6546 0.130
H -3.8379 -1.0470 -5.5724 0.099
H -6.1023 -1.8955 -5.2613 0.110
H -6.6307 -2.9019 -2.9054 0.101
H -5.0530 -2.7757 -1.1318 0.109
H -2.0192 -3.9281 1.1777 0.094
H -2.1456 -3.5928 3.5576 0.102
H -3.7306 -1.8254 4.5198 0.112
H -4.6480 -0.1434 2.8646 0.110
H -4.4166 -0.4417 0.4818 0.111
C 2.8210 5.6306 0.2111 -0.232
N 1.6231 5.0526 0.2618 -0.017
C 0.3892 5.4629 0.1166 -0.131
C -0.7293 4.6096 -0.0136 -0.357
C -2.0788 5.1342 -0.2842 -0.115
C -2.9189 4.0412 -0.4836 -0.159
C -2.0340 2.8811 -0.4560 -0.225
N -0.7538 3.2350 -0.0226 -0.012
C 3.7217 6.0466 1.2745 -0.294
C 4.8750 6.8655 1.1084 -0.112
C 5.5181 7.4591 2.1722 -0.175
C 5.1321 7.2692 3.5267 -0.169
C 3.9876 6.4415 3.6331 -0.166
C 3.3947 5.7221 2.5957 -0.119
H 3.3346 5.5724 -0.7735 0.072
H 2.2579 2.7453 -0.6178 0.086
H 0.1171 6.5820 0.2684 0.125
H -2.4797 6.1167 -0.1226 0.066
H -3.9697 4.0261 -0.7987 0.061
H -2.3332 1.8593 -0.6342 0.026
H 5.3193 6.9906 0.1535 0.072
H 6.3852 8.0972 2.0294 0.073
H 5.6260 7.8010 4.3514 0.061
H 3.4450 6.3124 4.6149 0.089
H 2.6681 4.9041 2.7418 0.095
O 2.2347 1.9227 -0.0029 -0.179
N -0.2642 0.7278 2.7879 -0.398
N -1.3926 0.3128 3.4812 -0.207
H 0.5447 0.3334 3.2917 -0.032
H 2.4315 2.1775 0.9347 0.063
H -1.9236 1.0850 3.8476 0.043
H -1.5258 -0.5797 3.8991 0.009
```


C37H37IrN5O9Te | ωB97M-V with the def2-TZVPD basis set

Results
E   -2754.956071 a.u.
Charge   +1
LUMO   -3.675 eV
Energy above the lowest of the compared OMol25 structures with the same formula, charge and spin   0.6208 eV

The geometry in XYZ format:
```
90
Properties=species:S:1:pos:R:3:lowdin_charge:R:1
Ir -0.0029 1.9941 -2.0054 1.389
O -2.7423 -0.1990 -2.6492 0.105
C -2.1999 0.7739 -3.1076 -0.543
O -0.8770 0.8292 -3.3488 -0.203
C -2.9582 2.0041 -3.4995 -0.057
C -4.0577 1.9346 -4.3261 0.087
C -4.7152 3.1050 -4.6665 -0.119
C -4.3182 4.3313 -4.1814 0.093
C -3.2344 4.3891 -3.3276 -0.044
C -2.5136 3.2330 -2.9725 -0.244
O -1.4669 3.3044 -2.1779 -0.234
N -2.8540 5.7148 -2.8212 -0.338
O -3.2675 6.6735 -3.4391 0.094
O -2.3039 5.7801 -1.7384 0.085
N -5.8751 3.0369 -5.5668 -0.353
O -6.1895 1.9394 -5.9800 0.086
O -6.5179 4.0527 -5.7247 0.094
H -4.4066 0.9888 -4.7158 0.142
H -4.8451 5.2328 -4.4562 0.139
N 1.7015 0.9240 -2.0214 0.060
C 2.6258 0.2371 -1.9872 -0.167
N 3.6781 -0.5349 -1.9509 -0.061
C 4.4429 -0.6638 -0.6987 -0.093
C 5.7099 0.1677 -0.8062 -0.179
O 6.4483 -0.2059 -1.9510 -0.110
C 5.7266 0.0369 -3.1442 -0.174
C 4.4555 -0.7949 -3.1772 -0.086
H 4.6928 -1.7177 -0.5746 0.129
H 3.8145 -0.3510 0.1344 0.123
H 6.3524 0.0002 0.0569 0.136
H 5.4520 1.2353 -0.8536 0.127
H 6.3799 -0.2316 -3.9721 0.137
H 5.4780 1.1036 -3.2235 0.134
H 4.6988 -1.8585 -3.1894 0.134
H 3.8415 -0.5628 -4.0455 0.139
C -3.2898 -3.0844 6.8168 -0.034
C -2.9133 -2.4788 5.4955 -0.243
C -2.8780 -3.2403 4.3377 0.000
C -2.5074 -2.6917 3.1151 -0.305
C -2.5193 -3.5866 1.8988 -0.058
C -2.1446 -1.3408 3.0698 -0.343
Te -1.6468 -0.6987 1.1098 2.029
N -0.4550 0.8750 -0.4599 -0.096
C -0.0574 1.3747 0.6301 -0.572
O -0.4789 0.7970 1.7702 -0.299
C 0.9029 2.4997 0.6017 -0.179
C 0.5653 3.6368 -0.1526 -0.110
C 1.5617 4.5740 -0.4505 -0.033
C 2.8519 4.3888 0.0082 -0.048
C 3.1593 3.2811 0.7978 -0.046
C 2.1950 2.3326 1.0909 -0.023
C -0.0284 -1.9905 0.7469 -0.315
C 0.9350 -2.2793 1.7261 -0.260
C 0.9254 -1.7816 3.1496 -0.032
C 1.9722 -3.1348 1.3618 -0.010
C 2.0685 -3.6974 0.0958 -0.255
C 3.1755 -4.6547 -0.2459 -0.036
C 1.0996 -3.3749 -0.8449 -0.002
C 0.0407 -2.5277 -0.5466 -0.289
C -0.9503 -2.2147 -1.6312 -0.070
C -2.2369 -0.5237 4.2046 -0.279
C -1.9838 0.9612 4.2077 -0.046
C -2.6103 -1.1244 5.3990 0.003
H -3.7218 -4.0756 6.6911 0.081
H -4.0109 -2.4588 7.3425 0.088
H -2.4111 -3.1792 7.4572 0.091
H -3.1606 -4.2861 4.3761 0.126
H -3.2004 -4.4203 2.0597 0.094
H -1.5312 -3.9954 1.6812 0.089
H -2.8786 -3.0841 0.9917 0.057
H -0.4677 3.8749 -0.3828 0.105
H 1.2963 5.4581 -1.0154 0.126
H 3.6185 5.1165 -0.2202 0.116
H 4.1650 3.1594 1.1796 0.115
H 2.4358 1.4561 1.6807 0.121
H 0.5288 -0.7773 3.2534 0.054
H 1.9427 -1.7846 3.5397 0.089
H 0.3289 -2.4414 3.7834 0.096
H 2.7211 -3.3787 2.1075 0.124
H 3.9631 -4.6419 0.5064 0.081
H 3.6157 -4.4198 -1.2165 0.080
H 2.7909 -5.6739 -0.3083 0.093
H 1.1545 -3.8052 -1.8391 0.131
H -1.0522 -3.0644 -2.3048 0.100
H -0.6284 -1.3516 -2.2176 0.065
H -1.9505 -1.9723 -1.2713 0.029
H -2.4479 1.4588 3.3555 0.079
H -0.9194 1.1919 4.1794 0.079
H -2.3994 1.4005 5.1122 0.087
H -2.6867 -0.5039 6.2848 0.128
```


C37H37N3P2W | ωB97M-V with the def2-TZVPD basis set

Results
E   -2345.281104 a.u.
Charge   +2
2S+1   3
LUMO (alpha / beta)   -6.715 / -8.220 eV
Energy above the lowest of the compared OMol25 structures with the same formula, charge and spin   0.5359 eV

The geometry in XYZ format:
```
80
Properties=species:S:1:pos:R:3:lowdin_charge:R:1
W -0.9291 -0.7682 -1.4358 1.418
C -2.3769 -0.9141 -3.0083 -0.213
C -2.0211 0.4339 -2.6736 -0.354
C -2.9134 1.3626 -1.8799 -0.179
C -3.5957 0.5525 -0.7727 -0.140
C -2.5019 -0.3320 -0.2427 -0.372
C -2.4568 -1.7288 -0.2872 -0.278
C -3.3918 -2.4684 -1.2577 -0.157
C -3.6065 -1.6796 -2.5851 -0.144
C 2.4258 0.3353 1.9256 -0.162
H -2.0037 -1.2465 -3.9959 0.137
H -1.3118 0.8856 -3.3833 0.118
H -3.6078 1.9744 -2.4643 0.130
H -2.2255 2.1195 -1.4237 0.084
H -3.9976 1.1901 0.0347 0.136
H -4.3978 -0.0936 -1.1130 0.101
H -1.7559 0.2232 0.3437 0.054
H -2.1788 -2.2477 0.6451 0.115
H -4.3546 -2.7586 -0.8170 0.133
H -2.9603 -3.4415 -1.5368 0.112
H -3.8333 -2.4224 -3.3652 0.132
H -4.5297 -1.0831 -2.5757 0.125
H 2.3076 -0.5961 1.3552 0.018
H 3.2195 0.2411 2.6837 0.093
H 2.7204 1.1166 1.2269 0.062
P 0.3522 1.3983 -1.0642 1.072
P 0.8476 0.5806 2.7390 0.994
C 0.0793 2.0718 0.5311 -0.331
C -0.2905 1.2704 1.6001 -0.270
C 1.0575 2.5783 -2.2361 -0.401
C 0.2584 3.4620 -2.9975 -0.090
C 0.8279 4.2734 -3.9849 -0.051
C 2.2111 4.2286 -4.2229 -0.035
C 3.0218 3.4292 -3.4022 -0.051
C 2.4544 2.5931 -2.4432 -0.091
C -0.0497 -1.6729 -2.9562 -0.300
C -0.2783 -2.7578 -2.0556 -0.222
C 0.5238 -3.9029 -2.0983 -0.013
C 1.4045 -3.9886 -3.1639 -0.018
C 1.6683 -2.8630 -3.9699 -0.015
C 0.9178 -1.6817 -3.9351 -0.034
C 0.8872 1.6118 4.1698 -0.320
C 1.5215 2.8588 4.0571 -0.071
C 1.4413 3.7506 5.1231 -0.045
C 0.8241 3.3544 6.3177 -0.031
C 0.2584 2.0799 6.4402 -0.042
C 0.3073 1.1851 5.3742 -0.053
C 0.0643 -0.9888 3.1895 -0.313
C 0.9161 -2.0948 3.2111 -0.073
C 0.3970 -3.3737 3.3655 -0.046
C -0.9765 -3.5547 3.5532 -0.044
C -1.8177 -2.4398 3.6587 -0.057
C -1.3151 -1.1606 3.4017 -0.088
H 0.1644 3.1385 0.6643 0.092
H -1.3778 1.0679 1.8124 0.101
H -0.8127 3.5223 -2.8038 0.101
H 0.2110 4.9535 -4.5785 0.121
H 2.6551 4.8229 -5.0310 0.126
H 4.1060 3.4688 -3.5241 0.123
H 3.0801 1.9394 -1.8376 0.098
H -1.2728 -2.8943 -1.6003 0.077
H 0.3910 -4.6884 -1.3530 0.132
H 1.8969 -4.9345 -3.3632 0.127
H 2.4792 -2.9158 -4.6951 0.130
H 0.9596 -0.8603 -4.6511 0.130
H 2.0711 3.0985 3.1462 0.113
H 1.8652 4.7472 5.0139 0.120
H 0.8065 4.0384 7.1628 0.122
H -0.2240 1.7792 7.3671 0.121
H -0.0819 0.1699 5.4689 0.109
H 1.9873 -1.9531 3.0667 0.110
H 1.0728 -4.2236 3.3204 0.121
H -1.3896 -4.5688 3.6060 0.124
H -2.8676 -2.5711 3.9308 0.123
H -2.0055 -0.3246 3.3605 0.113
N 1.5263 -0.9828 -0.6933 -0.007
C 2.6490 -1.2040 -1.0777 -0.362
N 3.7612 -1.6046 -1.4535 0.118
C 4.9975 -1.1185 -1.4212 -0.345
N 6.1142 -0.8029 -1.4357 0.136
```


C37H37N3P2Zn | ωB97M-V with the def2-TZVPD basis set

Results
E   -4058.178865 a.u.
LUMO   -0.591 eV
Energy above the lowest of the compared OMol25 structures with the same formula, charge and spin   1.2675 eV

The geometry in XYZ format:
```
80
Properties=species:S:1:pos:R:3:lowdin_charge:R:1
Zn 1.5897 -1.2739 -4.7897 0.736
C -2.5453 0.1727 0.1840 -0.106
C -2.2030 0.1355 -1.1495 -0.086
C -3.1988 0.9438 -1.9643 -0.224
C -2.6050 2.1067 -2.7500 -0.213
C -2.2766 3.3410 -1.9658 -0.120
C -2.0885 3.4395 -0.6390 -0.097
C -2.9673 2.8047 0.4261 -0.201
C -2.6291 1.3981 1.0452 -0.198
C 3.3877 -0.9177 -4.0093 -0.244
H -2.3349 -0.7133 0.8078 0.101
H -1.6587 -0.6542 -1.6529 0.047
H -3.9771 1.3152 -1.2783 0.101
H -3.7779 0.2720 -2.6310 0.112
H -1.7033 1.7377 -3.2745 0.114
H -3.3649 2.3790 -3.4958 0.105
H -1.9437 4.1589 -2.6086 0.093
H -1.3945 4.2190 -0.2479 0.106
H -4.0429 2.8067 0.1574 0.108
H -2.8850 3.4940 1.2923 0.104
H -1.6871 1.5303 1.6182 0.122
H -3.4070 1.1968 1.8102 0.108
H 3.7170 -1.8850 -3.6028 -0.022
H 3.3162 -0.2518 -3.1268 -0.010
H 4.1834 -0.5828 -4.6980 -0.039
P 0.2909 -2.2720 -7.8742 1.002
P 2.2607 0.2850 -8.4125 1.007
C -0.3500 -0.6666 -8.4807 -0.347
C 0.5001 0.2986 -8.9152 -0.355
C -0.3732 -3.3059 -9.2931 -0.372
C -1.4194 -2.8954 -10.1316 -0.096
C -1.8604 -3.7143 -11.1761 -0.079
C -1.2467 -4.9441 -11.4169 -0.081
C -0.1731 -5.3396 -10.6118 -0.085
C 0.2711 -4.5297 -9.5677 -0.106
C -0.9439 -2.4272 -6.5311 -0.398
C -0.7723 -1.5550 -5.4318 -0.196
C -1.7014 -1.6132 -4.3889 -0.080
C -2.7572 -2.5332 -4.3977 -0.052
C -2.9027 -3.4008 -5.4880 -0.055
C -1.9883 -3.3561 -6.5506 -0.071
C 2.8253 0.8591 -10.1172 -0.365
C 2.5568 0.0257 -11.2206 -0.113
C 2.8564 0.4518 -12.5133 -0.089
C 3.4573 1.7015 -12.7229 -0.092
C 3.7512 2.5201 -11.6262 -0.084
C 3.4641 2.0891 -10.3250 -0.088
C 2.3123 1.8801 -7.5028 -0.418
C 3.4709 2.1487 -6.7396 -0.117
C 3.5843 3.3613 -6.0601 -0.080
C 2.5511 4.3076 -6.1183 -0.080
C 1.4026 4.0329 -6.8643 -0.080
C 1.2744 2.8187 -7.5441 -0.094
H -1.4446 -0.5288 -8.5034 0.085
H 0.1905 1.1082 -9.6054 0.092
H -1.8903 -1.9242 -9.9836 0.090
H -2.6888 -3.3682 -11.7927 0.105
H -1.6088 -5.5714 -12.2328 0.106
H 0.3078 -6.2923 -10.8188 0.104
H 1.1215 -4.8507 -8.9669 0.100
H -0.0747 -0.6664 -5.5350 0.076
H -1.5971 -0.9308 -3.5438 0.074
H -3.4550 -2.5620 -3.5534 0.115
H -3.7262 -4.1183 -5.5021 0.111
H -2.0938 -4.0515 -7.3868 0.106
H 2.0695 -0.9363 -11.0623 0.099
H 2.6189 -0.1896 -13.3618 0.102
H 3.7023 2.0233 -13.7393 0.102
H 4.2058 3.4996 -11.7897 0.104
H 3.7038 2.7477 -9.4878 0.098
H 4.2804 1.4135 -6.6761 0.102
H 4.4807 3.5880 -5.4823 0.106
H 2.6230 5.2543 -5.5813 0.105
H 0.5842 4.7519 -6.9377 0.105
H 0.3710 2.5980 -8.1134 0.089
N 0.9140 -1.8920 -3.0908 0.029
C 0.8261 -1.5734 -1.9518 -0.318
N 0.4620 -1.2947 -0.7758 0.078
C 1.1797 -1.0063 0.2772 -0.386
N 1.6171 -0.7122 1.3283 0.086
```